80
Properties=species:S:1:pos:R:3:forces:R:3:lowdin_charge:R:1 method="wB97M-V/def2-TZVPD" relative_energy_kcal_mol=71.98 gap_ev=7.0 total_energy_ev=-223438.9609 max_force_ev_per_a=0.7 spin_multiplicity=1
Sc -0.0041 -0.1951 -0.5927 0.143 -0.157 -0.056 1.089
O 1.5770 2.0822 2.5741 -0.046 0.079 0.040 0.071
C 0.7507 1.7353 1.7560 0.084 -0.246 -0.148 -0.567
O 0.9813 0.9295 0.7522 0.308 0.431 0.452 -0.150
C -0.6631 2.2598 1.7066 -0.125 0.016 0.002 -0.190
C -0.8741 3.5551 1.9387 0.019 -0.061 -0.064 0.000
C -2.0844 4.3271 1.5169 -0.047 0.104 0.043 -0.083
C -2.7665 2.7789 -0.4119 -0.049 -0.145 0.024 -0.052
C -2.4344 1.5415 0.2904 -0.116 0.057 0.033 -0.138
N -1.5319 1.2896 1.1585 0.204 0.093 0.006 0.147
C -2.9191 0.3200 -0.4724 0.196 -0.137 -0.246 -0.589
O -4.0209 -0.1647 -0.3798 -0.040 0.046 0.041 0.106
O -1.9386 -0.0407 -1.2526 -0.512 0.021 -0.018 -0.106
H -0.0271 4.0954 2.3442 -0.026 0.027 0.021 0.124
H -1.9347 5.3847 1.7395 0.021 -0.006 -0.009 0.116
H -3.5601 2.6861 -1.1424 -0.010 -0.002 0.014 0.173
C 0.4844 3.5501 -3.9881 0.138 -0.066 -0.088 -0.056
O 1.6514 2.6960 -3.9170 -0.163 0.043 0.043 0.023
C 1.3811 1.8121 -2.9426 0.257 -0.110 -0.069 -0.296
N 0.2214 1.7775 -2.4280 0.008 0.223 -0.002 0.169
C -0.5792 2.7869 -3.1887 -0.056 -0.095 0.101 -0.190
C -1.4506 3.6947 -2.3467 0.065 -0.065 0.069 -0.144
C -2.2590 4.6306 -2.8589 -0.137 0.132 0.052 -0.022
C -3.0769 5.4605 -1.9747 0.101 -0.097 -0.126 -0.060
C -3.1279 5.2727 -0.6494 0.026 -0.026 0.097 -0.014
C -2.4033 4.1709 0.0232 0.004 0.018 -0.069 -0.274
C -1.4779 3.4218 -0.9185 0.056 0.093 -0.023 -0.079
C 2.5077 0.9268 -2.5750 -0.181 0.059 0.044 -0.145
C 3.7319 1.0298 -3.2192 0.004 -0.008 0.020 0.033
C 4.7488 0.1781 -2.8268 0.012 0.003 -0.004 -0.012
C 4.5065 -0.7262 -1.8089 0.035 0.004 -0.011 0.039
C 3.2471 -0.7492 -1.2294 -0.162 -0.026 0.104 -0.136
N 2.2555 0.0562 -1.6040 0.042 -0.021 -0.091 0.150
C 2.9370 -1.6836 -0.1300 0.175 0.042 -0.163 -0.297
N 1.8055 -1.7898 0.4172 0.031 -0.001 0.217 0.156
C 1.9277 -2.8420 1.4530 -0.142 0.110 -0.116 -0.208
C 3.4357 -3.1563 1.4532 0.168 0.013 -0.085 -0.038
O 3.9553 -2.4571 0.2907 -0.144 -0.029 0.102 0.023
C 1.4074 -2.3943 2.7959 0.027 0.068 -0.039 -0.195
C 1.6245 -1.0884 3.2251 -0.045 -0.037 -0.025 -0.023
C 1.1272 -0.6647 4.4473 -0.027 -0.030 0.047 -0.056
C 0.4308 -1.5531 5.2594 0.019 0.016 0.003 -0.082
C 0.2362 -2.8632 4.8465 0.001 0.014 -0.021 -0.085
C 0.7183 -3.2793 3.6123 -0.040 -0.055 0.016 -0.049
H 0.7383 4.5059 -3.5292 -0.022 0.002 0.006 0.137
H 0.2359 3.6906 -5.0363 -0.014 0.028 0.011 0.133
H -1.2321 2.2183 -3.8568 -0.008 -0.022 0.021 0.168
H -2.3140 4.7974 -3.9288 -0.007 0.022 0.005 0.117
H -3.6371 6.2752 -2.4149 0.001 -0.004 -0.018 0.102
H -3.6927 5.9575 -0.0272 0.007 -0.006 0.015 0.116
H -2.9746 4.0112 2.0701 0.005 -0.007 0.004 0.134
H -0.5796 2.9962 -0.4994 0.018 -0.006 -0.011 0.133
H 3.8651 1.7623 -4.0003 0.012 -0.005 -0.008 0.124
H 5.7183 0.2228 -3.3038 -0.001 -0.002 -0.002 0.118
H 5.2642 -1.4090 -1.4552 0.005 0.004 -0.009 0.126
H 1.3476 -3.7053 1.1143 -0.004 0.000 0.007 0.148
H 3.9397 -2.7521 2.3308 -0.020 -0.024 0.018 0.134
H 3.6682 -4.2113 1.3357 -0.016 -0.011 0.036 0.131
H 2.1435 -0.3837 2.5893 0.016 0.033 -0.014 0.104
H 1.2755 0.3640 4.7492 0.005 -0.003 -0.009 0.107
H 0.0382 -1.2234 6.2128 0.006 0.005 0.001 0.101
H -0.3050 -3.5572 5.4772 0.000 -0.006 -0.008 0.103
H 0.5301 -4.2916 3.2712 0.012 -0.007 -0.003 0.116
Br 0.7517 -4.0607 -3.8557 0.021 0.060 0.005 0.771
C -0.2111 -4.0842 -2.2320 -0.119 -0.293 -0.013 -0.601
C -0.8016 -5.2943 -1.8212 0.055 0.069 -0.086 -0.172
C -1.5058 -5.3669 -0.6570 -0.006 0.124 0.053 -0.631
Br -2.2952 -7.0153 -0.1570 -0.008 -0.026 0.009 0.765
C -1.6408 -4.2242 0.1732 -0.071 -0.155 0.008 -0.182
C -2.3540 -4.1918 1.3967 0.018 -0.096 -0.073 -0.019
C -2.3974 -3.0467 2.1291 0.079 0.124 0.035 -0.024
C -1.7071 -1.9094 1.6639 -0.078 -0.053 0.066 -0.092
N -1.0556 -1.9039 0.5303 0.077 -0.104 -0.243 0.066
C -1.0271 -3.0315 -0.2459 -0.026 0.105 0.143 -0.136
C -0.3194 -2.9220 -1.4951 0.152 0.217 -0.008 -0.399
O 0.2027 -1.7836 -1.8489 -0.158 -0.268 -0.071 -0.186
H -0.6966 -6.1684 -2.4486 0.010 0.002 0.001 0.094
H -2.8589 -5.0875 1.7328 -0.005 0.009 0.002 0.081
H -2.9336 -2.9954 3.0658 -0.006 0.007 -0.001 0.114
H -1.6966 -0.9844 2.2274 -0.003 -0.012 0.011 0.118